Entry 1:
# C9H7N3O5Tb

A structure of composition C9H7N3O5Tb (wB97M-V/def2-TZVPD, the OMol25 dataset).

Expectation value of S²: 12.68
Charge: +3
Spin multiplicity: 7

```
25
Properties=species:S:1:pos:R:3:forces:R:3:lowdin_charge:R:1
Tb -0.1933 0.2187 -2.0399 0.175 1.382 0.194 1.5704
O -0.2910 3.0428 -4.4073 -0.016 -3.902 2.462 0.2213
C -0.2901 2.0842 -3.7764 -0.007 4.676 -3.069 0.0302
C 1.5696 -1.4806 -1.8549 3.948 -4.203 1.182 -0.0076
O 2.2947 -2.3400 -1.6222 -2.800 3.369 -0.962 0.2395
C -2.1000 -1.3267 -1.8456 -4.330 -4.009 0.746 -0.0170
O -2.8840 -2.1515 -1.6917 3.004 3.239 -0.605 0.2358
C -0.2677 -1.5182 -4.0403 -0.175 -3.620 -3.516 -0.0155
O -0.3111 -2.3907 -4.7832 0.170 3.303 2.745 0.2264
C 0.8463 2.7848 1.9454 0.280 0.841 0.388 0.0653
N 0.4182 1.3997 1.7135 -0.063 0.207 -0.130 -0.0047
C 0.2264 0.5796 2.7892 -0.360 -0.983 -0.505 0.0851
C -0.1491 -0.7241 2.5958 0.151 0.381 0.593 0.0849
C -0.3184 -1.1912 1.2778 -0.065 -0.959 -1.132 -0.2872
N -0.2047 -0.3205 0.2383 0.244 0.593 0.156 0.0033
C 0.1854 0.9540 0.4809 0.149 0.462 0.104 -0.4673
O 0.3379 1.7224 -0.5611 -0.219 -0.859 0.135 -0.1593
N -0.5490 -2.4594 0.8987 0.001 0.648 0.064 0.2331
H 0.0991 3.2894 2.5725 0.191 -0.145 -0.238 0.1329
H 0.9431 3.2991 0.9919 -0.011 -0.048 0.190 0.1067
H 1.8124 2.7789 2.4673 -0.264 -0.027 -0.196 0.1325
H 0.3995 1.0576 3.7485 -0.043 -0.309 0.045 0.1764
H -0.2834 -1.3914 3.4316 0.001 -0.028 0.137 0.1495
H -0.6820 -3.2030 1.5638 -0.008 -0.158 0.215 0.1553
H -0.6088 -2.7141 -0.0927 0.047 0.149 0.995 0.1103
```
Forces are in eV/Å.

Entry 2:
# C9H7NO

The molecule C9H7NO (wB97M-V/def2-TZVPD, the OMol25 dataset).

Energy relative to the best compared isomer or geometry (same formula, charge and spin) in kJ/mol: 299.7
SMILES: c1ccc(-c2ncco2)cc1

```
18
Properties=species:S:1:pos:R:3:forces:R:3:nbo_charge:R:1
C 2.5817 -0.9691 -1.2266 0.300 -0.219 -0.917 -0.1814
C 1.4883 -1.8780 -1.2193 -2.457 9.260 4.809 -0.1941
C 0.2539 -1.4557 -0.5595 4.261 4.244 -1.350 -0.1192
C 0.1421 -0.0342 -0.1344 0.958 -5.697 -1.924 -0.1535
C 1.2263 0.7143 -0.2313 3.418 1.124 -1.238 -0.1489
C 2.4703 0.3555 -0.8042 -3.071 -3.754 0.805 -0.2056
C -1.0781 0.4085 0.3640 -5.910 1.935 2.631 0.4750
C -3.0939 1.1204 0.8310 -3.936 2.374 -3.475 -0.1165
C -2.4990 0.9576 1.9586 2.296 -0.469 4.274 0.0472
H 3.5670 -1.2494 -1.6420 -0.723 -0.238 0.224 0.2121
H 1.4435 -2.7694 -1.4839 0.573 -7.906 -2.786 0.1890
H -0.6327 -1.9532 -0.5079 -1.980 -2.023 0.023 0.2063
H 1.2357 1.6962 0.0588 -0.579 2.446 1.020 0.2065
H 3.3263 0.9040 -0.6724 1.661 1.675 -0.102 0.2134
H -4.1870 1.7467 0.6914 3.439 -2.396 0.159 0.2286
H -2.8114 1.1562 2.9929 0.278 -0.187 -0.707 0.2121
N -2.2399 0.7559 -0.2186 2.604 -0.520 0.914 -0.4407
O -1.1930 0.4938 1.8035 -1.134 0.349 -2.360 -0.4303
```
Forces are in eV/Å.

Entry 3:
# C9H7NO4S

The molecule C9H7NO4S (wB97M-V/def2-TZVPD, the OMol25 dataset).

Energy relative to the best compared isomer or geometry (same formula, charge and spin) in kJ/mol: 224.8

```
22
Properties=species:S:1:pos:R:3:forces:R:3:nbo_charge:R:1
C 2.8618 1.6599 0.2015 -0.045 -1.110 0.018 -0.2169
C 1.6965 2.0696 -0.3756 -2.066 0.570 -1.181 -0.1776
C 3.0772 0.2579 0.5228 -2.644 2.940 -1.607 -0.1841
C 0.6006 1.2188 -0.6534 3.755 -0.577 1.646 -0.2030
C 2.0249 -0.5764 0.2776 -0.574 -0.947 0.306 -0.2307
C -2.3866 -1.9029 -0.3549 2.124 -0.506 0.814 -0.3538
C -1.4250 -2.7932 0.0919 0.061 3.932 -1.683 0.2131
C 0.7807 -0.0764 -0.2586 0.943 -1.413 0.859 0.1131
C -1.8425 -0.6588 -0.4568 6.176 0.309 0.360 -0.0016
N -0.3160 -0.9446 -0.2879 -6.150 1.176 -0.712 -0.0091
O -1.7834 0.8692 1.4334 -1.590 0.952 -2.779 -0.9326
O -2.4069 2.0046 -0.7430 0.871 1.895 -1.317 -0.9347
O -3.9262 0.4323 0.2683 -0.140 0.330 0.105 -0.9572
O -0.2084 -2.2033 0.1262 -0.390 -1.709 0.116 -0.2016
S -2.5876 0.9546 0.1620 0.308 -3.333 3.936 2.4198
H 3.4536 2.5260 0.3365 1.641 -0.009 0.625 0.2269
H 1.4443 3.1251 -0.6891 1.047 -1.065 0.716 0.2247
H 3.8942 -0.2231 0.9200 2.148 -0.167 0.909 0.2205
H -0.2294 1.6909 -0.9966 -2.571 0.563 -1.093 0.2562
H 2.2347 -1.6346 0.6278 -1.063 1.257 -0.823 0.2347
H -3.3910 -2.0268 -0.5052 -2.272 -0.680 0.031 0.2723
H -1.5654 -3.7688 0.3531 0.431 -2.409 0.753 0.2220
```
Forces are in eV/Å.

What are the electronic energy values for these records? In order: -46560.3357, -12981.0632, -29956.4612 eV.